1.
Entry from the Open Molecules 2025 dataset: a molecular structure, C3H5NOP (the ωB97M-V functional and the def2-TZVPD basis).

```
11
Properties=species:S:1:pos:R:3
C 1.09 -0.79 0.44
C -0.42 -0.96 0.40
C -0.11 1.30 0.02
N -0.95 0.32 0.05
O -2.22 0.47 -0.13
P 1.60 0.78 0.02
H 1.73 -1.57 0.30
H -0.60 -1.75 -0.37
H -0.81 -1.26 1.31
H 1.09 1.30 -1.56
H -0.42 2.18 -0.49
```

Summary:
LUMO in eV: 4.57
HOMO energy in eV: -2.2
Net charge: -1
Kohn-Sham gap in eV: 6.78

2.
Entry from the Open Molecules 2025 dataset: C3H5NOS in the gas phase (the ωB97M-V functional and the def2-TZVPD basis).

```
11
Properties=species:S:1:pos:R:3
C 1.15 -0.79 -0.15
C 2.52 -1.05 0.09
C -0.89 0.52 0.10
H 1.57 1.71 0.77
H 0.67 -1.79 -0.05
H 3.23 -0.19 0.09
H 2.54 -2.18 0.01
H -1.36 1.64 0.01
N 0.47 0.39 0.03
O 1.19 1.56 -0.15
S -2.26 -0.41 0.00
```

Summary:
SMILES: C=CN(O)C=S
LUMO in eV: -0.09
HOMO energy in eV: -8.5
Net charge: 0
Kohn-Sham gap in eV: 8.46

3.
Entry from the Open Molecules 2025 dataset: C3H5NOS in the gas phase (the ωB97M-V functional and the def2-TZVPD basis).

```
11
Properties=species:S:1:pos:R:3
C -0.34 -0.02 0.41
C 0.55 -1.14 -0.05
C 0.48 1.17 -0.02
H -2.52 1.07 -0.06
H -0.56 -0.08 1.48
H 0.94 -1.75 0.78
H 0.04 -1.79 -0.72
H 0.17 2.18 0.13
N 1.57 0.89 -0.62
O 1.64 -0.51 -0.72
S -1.98 -0.03 -0.60
```

Summary:
SMILES: S[C@@H]1C=NOC1
LUMO in eV: 0.64
HOMO energy in eV: -9.5
Net charge: 0
Kohn-Sham gap in eV: 10.11

4.
Entry from the Open Molecules 2025 dataset: C3H5NOS in the gas phase (the ωB97M-V functional and the def2-TZVPD basis).

```
11
Properties=species:S:1:pos:R:3
C -0.58 0.59 -0.02
C 0.87 -0.43 0.07
C -1.76 -0.13 0.10
N 2.05 0.19 0.01
O 2.13 1.42 -0.09
S 3.44 -0.70 0.03
H -0.38 1.65 -0.25
H 0.66 -1.55 0.11
H -1.98 -0.63 0.90
H -2.61 0.51 -0.18
H -1.83 -0.93 -0.68
```

Summary:
SMILES: C/C=C/[N+]([O-])=S
LUMO (spin up / spin down) in eV: -2.09 / -2.09
HOMO energy (spin up / spin down) in eV: -8.6 / -8.6
Net charge: 0
Kohn-Sham gap (spin up / spin down) in eV: 6.47 / 6.47

5.
Entry from the Open Molecules 2025 dataset: C3H5NOS in the gas phase (the ωB97M-V functional and the def2-TZVPD basis).

```
11
Properties=species:S:1:pos:R:3
C 0.86 1.00 0.02
C -0.01 -1.34 0.58
C -0.34 0.24 0.28
N -1.21 0.20 -1.29
O -1.11 1.26 -1.79
S 0.89 2.56 -0.16
H 1.82 0.41 -0.16
H 0.49 -1.55 1.46
H 0.73 -1.70 -0.14
H -0.90 -1.81 0.35
H -1.22 0.73 0.86
```

Summary:
SMILES: C[C@@H](C=S)N=O
LUMO (spin up / spin down) in eV: -0.54 / -0.54
HOMO energy (spin up / spin down) in eV: -8.5 / -8.5
Net charge: 0
Kohn-Sham gap (spin up / spin down) in eV: 7.95 / 7.96

6.
Entry from the Open Molecules 2025 dataset: 2 unconnected molecules or ions with the total composition C3H5NOS (the ωB97M-V functional and the def2-TZVPD basis).

```
11
Properties=species:S:1:pos:R:3
C -0.28 -1.54 0.12
C -0.21 -0.23 -0.02
C -1.10 1.00 -0.05
N 1.70 0.32 -0.05
O 1.76 1.53 0.21
S 2.75 -0.80 0.00
H 0.64 -2.10 0.27
H -1.17 -2.03 0.11
H -1.93 0.88 0.50
H -1.65 1.11 -1.01
H -0.52 1.87 -0.08
```

Summary:
LUMO (spin up / spin down) in eV: -0.56 / -0.56
HOMO energy (spin up / spin down) in eV: -9.1 / -9.1
Net charge: 0
Kohn-Sham gap (spin up / spin down) in eV: 8.52 / 8.52

7.
Entry from the Open Molecules 2025 dataset: C3H5NOS in the gas phase (the ωB97M-V functional and the def2-TZVPD basis).

```
11
Properties=species:S:1:pos:R:3
C -1.39 -0.28 0.40
C -0.24 -0.38 -0.57
C 1.58 0.91 0.05
H -1.98 -1.23 0.36
H -1.11 -0.09 1.43
H -1.99 0.58 0.10
H -0.61 -0.68 -1.55
H 2.03 1.91 0.24
N 2.17 -0.17 0.33
O 0.40 0.93 -0.59
S 1.13 -1.49 -0.19
```

Summary:
SMILES: C[C@H]1OC=NS1
LUMO in eV: 0.81
HOMO energy in eV: -8.5
Net charge: 0
Kohn-Sham gap in eV: 9.36

8.
Entry from the Open Molecules 2025 dataset: C3H5NOS in the gas phase (the ωB97M-V functional and the def2-TZVPD basis).

```
11
Properties=species:S:1:pos:R:3
C -0.99 0.66 -0.04
C 1.41 -0.66 0.11
C 2.67 -0.94 -0.07
H -3.03 -1.44 0.26
H -1.62 1.56 0.03
H 0.62 -1.35 0.35
H 3.44 -0.20 -0.28
H 2.88 -2.03 -0.02
N -1.45 -0.53 -0.08
O -2.83 -0.53 -0.03
S 0.75 1.07 0.03
```

Summary:
SMILES: C=CS/C=N/O
LUMO in eV: 0.98
HOMO energy in eV: -8.6
Net charge: 0
Kohn-Sham gap in eV: 9.59

9.
Entry from the Open Molecules 2025 dataset: 2 unconnected molecules or ions with the total composition C3H5NOS (the ωB97M-V functional and the def2-TZVPD basis).

```
11
Properties=species:S:1:pos:R:3
C -0.44 -1.26 -0.68
C -1.23 -0.48 0.12
C 0.75 -1.41 0.01
N -0.55 -0.10 1.17
O 0.63 -0.74 1.10
S 2.37 1.67 -0.43
H -0.67 -1.81 -1.58
H -2.23 -0.11 -0.21
H 1.67 -1.86 -0.15
H 2.50 3.10 -0.65
H 3.61 1.69 -0.05
```

Summary:
SMILES: c1cnoc1.S
LUMO in eV: 0.73
HOMO energy in eV: -9.6
Net charge: 0
Kohn-Sham gap in eV: 10.33

10.
Entry from the Open Molecules 2025 dataset: C3H5NOS3 in the gas phase (the ωB97M-V functional and the def2-TZVPD basis).

```
13
Properties=species:S:1:pos:R:3
C -2.87 -0.17 -0.51
C -0.24 -0.27 0.09
C 1.19 0.12 -0.19
H -2.86 -1.37 -0.67
H -3.09 0.05 0.58
H -3.77 0.12 -1.08
H 1.89 1.99 0.34
H -0.55 2.16 0.86
N 1.07 1.49 0.20
O 0.41 1.82 1.36
S -1.41 0.63 -0.83
S -0.57 -1.58 0.97
S 2.55 -0.67 -0.68
```

Summary:
SMILES: CSC(=S)C(=S)NO
LUMO in eV: -1.07
HOMO energy in eV: -8.9
Net charge: 0
Kohn-Sham gap in eV: 7.79

11.
Entry from the Open Molecules 2025 dataset: C3H5NS in the gas phase (the ωB97M-V functional and the def2-TZVPD basis).

```
10
Properties=species:S:1:pos:R:3
C -0.13 -0.64 -0.02
C 1.15 1.21 0.92
C -0.14 1.37 1.61
H -0.24 -1.16 1.13
H 1.81 0.41 1.51
H 1.72 1.89 0.47
H -0.34 0.86 2.56
H -0.27 2.45 1.51
N -0.03 0.71 0.20
S -0.48 -1.31 -1.48
```

Summary:
SMILES: S=CN1CC1
LUMO in eV: -0.16
HOMO energy in eV: -8.9
Net charge: 0
Kohn-Sham gap in eV: 8.69

12.
Entry from the Open Molecules 2025 dataset: C3H5NS in the gas phase (the ωB97M-V functional and the def2-TZVPD basis).

```
10
Properties=species:S:1:pos:R:3
C 0.22 0.61 -0.25
C -1.23 0.19 0.15
C 1.44 -0.25 0.04
N -1.42 -1.07 -0.04
S 1.85 1.45 0.56
H 0.05 1.14 -1.21
H -1.78 0.99 0.59
H 1.12 -0.94 0.81
H 2.07 -0.69 -0.71
H -2.33 -1.44 0.07
```

Summary:
LUMO (spin up / spin down) in eV: 0.90 / -2.48
HOMO energy (spin up / spin down) in eV: -5.5 / -9.7
Net charge: 0
Expectation value of S²: 2.010
Kohn-Sham gap (spin up / spin down) in eV: 6.38 / 7.23
Spin multiplicity: 3

Sequential energy relative to the best compared isomer or geometry (same formula, charge and spin) output: 64.14 444.93 252.27 685.86 439.31 534.56 122.11 310.14 271.66 375.45 306.01 195.31 kJ/mol